Record 1
The following is a DFT calculation (ωB97M-V/def2-TZVPD) of C11H21NRhSi as an isolated structure.

Each line ends with the Mulliken spin population.
Positions of all 35 atoms, in Å:
C (-0.39103, 0.90584, -2.01469)  0.024
C (0.99745, 1.01839, -1.65560)  -0.005
C (1.08583, 1.77882, -0.44531)  0.357
C (-0.24380, 2.20331, -0.09351)  0.178
C (-1.15291, 1.66492, -1.04950)  0.077
Rh (-0.07530, -0.17030, -0.11290)  2.332
N (-1.72737, -1.14736, -0.49084)  0.703
C (-0.24658, -2.12661, -0.57465)  -0.192
C (1.12655, -1.56538, -0.63542)  0.593
H (2.00180, 2.01149, 0.09261)  -0.023
H (1.83195, 0.58118, -2.19053)  -0.084
H (-0.50853, 2.81973, 0.75661)  0.012
H (-2.23175, 1.76072, -1.02193)  0.003
H (-0.79150, 0.36908, -2.86420)  -0.026
H (1.53292, -1.54124, -1.65988)  -0.091
H (-0.34766, -2.88961, 0.21292)  0.000
H (-2.05178, -1.45310, 0.43832)  -0.019
H (1.79694, -1.92528, 0.16281)  0.013
H (-0.42795, -2.57466, -1.55291)  0.015
C (2.75780, 0.51568, 2.78348)  0.018
Si (0.96010, 0.85546, 3.20062)  -0.069
C (0.61691, 0.34646, 4.98629)  0.038
C (0.67106, 2.71185, 3.10094)  0.006
C (-0.17915, -0.11846, 2.06003)  0.149
H (3.41025, 1.12432, 3.42814)  0.000
H (2.98744, 0.75593, 1.73693)  -0.006
H (3.00327, -0.54058, 2.96049)  0.000
H (1.23856, 0.92484, 5.68386)  0.006
H (-0.43577, 0.52310, 5.24772)  0.004
H (0.83090, -0.71896, 5.14516)  -0.004
H (1.06714, 3.14507, 2.17468)  0.002
H (-0.39980, 2.94620, 3.16303)  -0.002
H (1.17149, 3.20734, 3.94607)  0.001
H (-0.12681, -1.19147, 2.34019)  -0.008
H (-1.23539, 0.18687, 2.21468)  0.002

Forces on atoms 1 to 3 (eV/Å):
C 0.307 1.829 -0.556
C -0.326 1.494 -0.819
C -0.633 1.193 -0.917

Max |F|   6.098 eV/Å
HOMO (spin up / spin down)   -0.9 / -3.5 eV
Charge   -1
Spin multiplicity   5
Relative energy (zero: lowest compared OMol25 entry of this formula, charge and spin)   2.5 kcal per mole

Record 2
The following is a DFT calculation (ωB97M-V/def2-TZVPD) of an isolated molecule of C11H21NSi.

Each line ends with the natural charge from an NBO analysis.
Positions of all 34 atoms, in Å:
C (1.79856, 1.96001, 1.15126)  -0.172
C (1.49856, 1.30227, -0.06767)  -0.683
C (2.71897, 1.25820, 1.81281)  -0.052
C (2.45407, 0.16697, -0.14806)  -0.172
C (-1.15340, -1.17495, -2.70133)  -0.603
C (-1.58113, -2.06218, 1.25359)  -0.616
C (-2.36178, 2.16617, 0.24801)  -0.599
C (0.08840, -0.75565, -1.92201)  -0.852
C (-0.68887, -0.82255, 1.21916)  -0.881
C (-1.38949, 1.60606, -0.85510)  -0.893
C (4.09199, -0.64493, 1.37732)  -0.440
N (3.19977, 0.27058, 0.99703)  -0.235
Si (-0.14317, 0.27898, -0.29414)  1.676
H (1.19604, 2.86486, 1.45464)  0.231
H (1.54526, 1.82445, -1.04483)  0.265
H (3.07443, 1.40150, 2.85857)  0.231
H (2.55730, -0.61113, -0.80011)  0.216
H (-1.79598, -0.38819, -3.04166)  0.199
H (-0.73480, -1.62401, -3.61496)  0.210
H (-1.90851, -1.83251, -2.11891)  0.206
H (-1.76525, -2.36713, 2.29039)  0.211
H (-2.61811, -1.80743, 1.02204)  0.200
H (-1.38287, -3.04449, 0.72100)  0.220
H (-2.77224, 3.15403, -0.12531)  0.208
H (-3.04123, 1.42514, 0.50023)  0.203
H (-1.82986, 2.38139, 1.19510)  0.195
H (0.70680, -0.12780, -2.61825)  0.221
H (0.57154, -1.63857, -1.70800)  0.218
H (0.25840, -1.24568, 1.52557)  0.237
H (-0.85348, -0.12414, 2.08998)  0.237
H (-0.65631, 2.45381, -1.08071)  0.215
H (-1.91402, 1.31462, -1.82140)  0.231
H (4.77550, -0.55870, 2.25266)  0.196
H (4.30800, -1.23858, 0.53545)  0.172

Forces on atoms 1 to 3 (eV/Å):
C -1.696 2.133 1.231
C -0.636 -2.160 -3.176
C -0.140 2.004 1.729

Max |F|   4.662 eV/Å
HOMO (spin up / spin down)   -6.1 / -6.1 eV
Charge   0
Spin multiplicity   1
Relative energy (zero: lowest compared OMol25 entry of this formula, charge and spin)   121.1 kcal per mole

Record 3
The following is a DFT calculation (ωB97M-V/def2-TZVPD) of C11H22AsMnO5S4 as an isolated structure.

Each line ends with the natural charge from an NBO analysis.
Positions of all 44 atoms, in Å:
Mn (-0.14540, 0.31331, 0.33190)  0.908
C (0.17842, -2.34103, -1.13812)  -0.092
C (0.60748, -1.20301, -2.03798)  -0.085
O (-0.15460, -0.01801, -1.72165)  -0.533
C (-1.46259, 0.10055, -2.31723)  -0.091
C (-2.52334, -0.39006, -1.35996)  -0.095
O (-2.18226, 0.14365, -0.07170)  -0.559
C (-3.01030, -0.35946, 0.99227)  -0.094
C (-2.28472, -0.06589, 2.28909)  -0.090
O (-0.88097, -0.36351, 2.16325)  -0.528
C (-0.45103, -1.71012, 2.45528)  -0.094
C (-0.47970, -2.55947, 1.20070)  -0.092
O (0.12724, -1.76645, 0.17355)  -0.552
H (-0.80278, -2.74276, -1.40446)  0.192
H (0.90793, -3.15238, -1.16399)  0.233
H (1.64316, -0.93389, -1.83944)  0.227
H (0.49060, -1.45152, -3.09234)  0.228
H (-1.60170, 1.15871, -2.52728)  0.220
H (-1.49561, -0.44854, -3.25803)  0.230
H (-3.50891, -0.03118, -1.66287)  0.232
H (-2.55526, -1.48052, -1.29354)  0.187
H (-3.98184, 0.13678, 0.97152)  0.233
H (-3.16338, -1.43122, 0.84571)  0.193
H (-2.33914, 0.99417, 2.52361)  0.212
H (-2.71616, -0.62626, 3.11817)  0.230
H (0.56573, -1.61226, 2.83089)  0.233
H (-1.07709, -2.14222, 3.23563)  0.228
H (0.09441, -3.47507, 1.35655)  0.233
H (-1.49398, -2.83080, 0.89526)  0.188
S (3.58698, 2.55569, -0.60869)  -0.247
As (5.40409, 3.09856, 0.81203)  0.814
S (2.06335, 0.13746, 1.15161)  -0.271
S (2.21261, 2.14026, 0.84094)  0.547
S (4.79971, 2.59707, 2.64822)  -0.346
C (-0.32947, 2.83508, 2.12002)  -0.266
O (-0.47218, 2.24451, 0.79681)  -0.522
C (0.62410, 2.05681, -0.06100)  0.076
C (0.50778, 2.81574, -1.34796)  -0.684
H (-1.34004, 2.99831, 2.47960)  0.225
H (0.17572, 3.79313, 2.02402)  0.223
H (0.21735, 2.16560, 2.78337)  0.206
H (0.83622, 3.85024, -1.22487)  0.256
H (-0.53845, 2.83275, -1.64859)  0.235
H (1.10259, 2.35612, -2.13402)  0.251

Forces on atoms 1 to 3 (eV/Å):
Mn 0.017 -0.172 0.020
C 0.001 -0.006 -0.015
C -0.003 -0.035 0.019

Max |F|   0.202 eV/Å
HOMO (spin up / spin down)   -14.8 / -14.8 eV
Charge   +2
Spin multiplicity   1
Relative energy (zero: lowest compared OMol25 entry of this formula, charge and spin)   0.0 kcal per mole

Record 4
The following is a DFT calculation (ωB97M-V/def2-TZVPD) of a 2-piece molecular cluster, C11H22BN2O2 overall.

Each line ends with the natural charge from an NBO analysis.
Positions of all 38 atoms, in Å:
C (-3.62849, 2.72506, 2.67530)  -0.247
O (-2.43192, 1.98167, 2.39952)  -0.690
B (-2.18799, 1.48262, 1.17593)  1.108
O (-1.84880, 0.18569, 1.00263)  -0.825
C (-2.15354, 2.51411, -0.07454)  -0.028
C (-1.46855, 3.73237, 0.01987)  -0.178
C (-1.42624, 4.54429, -1.06906)  -0.122
C (-2.08410, 4.13546, -2.24389)  0.038
N (-2.74942, 3.00886, -2.32809)  -0.130
N (-2.74555, 2.26035, -1.24000)  -0.227
H (-3.42746, 3.39387, 3.50964)  0.215
H (-3.94610, 3.32093, 1.81336)  0.163
H (-4.42324, 2.03264, 2.95307)  0.206
H (-1.86949, -0.13137, 0.09306)  0.500
H (-0.97771, 3.99424, 0.94842)  0.270
H (-0.89640, 5.48836, -1.04838)  0.264
H (-2.07376, 4.74442, -3.14042)  0.250
H (-3.27520, 1.40262, -1.36295)  0.433
C (0.86735, -1.81706, 1.71517)  -0.617
C (0.71891, -2.58953, 0.40699)  -0.397
C (1.82813, -3.61131, 0.16442)  -0.399
C (3.23379, -3.01707, 0.05892)  -0.399
C (3.40419, -1.95990, -1.03119)  -0.396
C (3.14012, -2.48549, -2.43890)  -0.611
H (1.79185, -1.23784, 1.73821)  0.202
H (0.03740, -1.12355, 1.84698)  0.206
H (0.87446, -2.49595, 2.56942)  0.211
H (0.67610, -1.88518, -0.43229)  0.176
H (-0.23964, -3.11708, 0.41268)  0.200
H (1.59901, -4.17506, -0.74343)  0.203
H (1.81858, -4.34080, 0.97937)  0.208
H (3.93920, -3.83212, -0.12606)  0.209
H (3.52307, -2.58539, 1.02065)  0.201
H (4.42538, -1.57479, -0.98081)  0.208
H (2.75027, -1.10519, -0.82958)  0.180
H (3.80994, -3.31399, -2.67529)  0.210
H (3.30081, -1.70649, -3.18541)  0.208
H (2.11501, -2.84238, -2.55332)  0.196

Forces on atoms 1 to 3 (eV/Å):
C 0.123 0.239 0.163
O -0.202 -0.148 -0.158
B 0.132 -0.130 0.165

Max |F|   0.602 eV/Å
HOMO   -12.8 eV
Charge   +1
Spin multiplicity   1

Record 5
The following is a DFT calculation (ωB97M-V/def2-TZVPD) of C11H22Br2F5NbO3PS as an isolated structure.

Each line ends with the natural charge from an NBO analysis.
Positions of all 46 atoms, in Å:
C (1.58062, -1.48314, 3.54219)  -0.621
C (0.30619, -0.72027, 3.17521)  -0.545
S (0.61317, 0.82742, 2.30870)  0.200
C (1.55546, 0.21486, 0.86044)  -1.129
Nb (1.26024, 1.33075, -1.09357)  1.503
C (-0.99278, 1.03892, -1.26162)  -0.867
C (-1.44854, -0.19498, -0.47743)  -0.432
C (-2.74008, -0.79727, -1.07730)  -0.472
C (-3.71049, -1.30895, -0.04574)  0.621
F (-3.06426, -1.84031, 1.03655)  -0.329
F (-4.49394, -2.31242, -0.55770)  -0.335
C (-4.69024, -0.24847, 0.48857)  0.919
F (-4.03450, 0.69821, 1.20784)  -0.310
F (-5.62714, -0.81258, 1.28149)  -0.315
F (-5.33078, 0.35704, -0.54663)  -0.320
C (1.87521, -0.32836, -2.54233)  -0.741
Br (0.36650, -1.31902, -3.34980)  -0.050
C (2.89866, -1.40174, -2.12432)  -0.247
C (2.36291, -2.57192, -1.30452)  -0.644
Br (4.46906, -0.61735, -1.25886)  0.000
P (0.88422, 3.57177, 0.20897)  1.854
O (1.93065, 3.76802, 1.24578)  -1.145
O (0.92074, 4.85270, -0.80805)  -1.001
O (-0.60127, 3.75267, 0.81330)  -1.013
H (1.42677, -2.03879, 4.46038)  0.199
H (2.41215, -0.80387, 3.66555)  0.217
H (1.83208, -2.20800, 2.77908)  0.201
H (-0.31746, -1.37235, 2.56908)  0.198
H (-0.27285, -0.50557, 4.06356)  0.213
H (1.29877, -0.83901, 0.78890)  0.224
H (2.59906, 0.26570, 1.15733)  0.247
H (2.95528, 2.01237, -1.23275)  -0.253
H (0.99004, 2.41236, -2.54700)  -0.301
H (-1.32440, 1.01968, -2.29278)  0.226
H (-1.48031, 1.91137, -0.83025)  0.245
H (-0.70746, -0.98268, -0.51999)  0.203
H (-1.64007, 0.09483, 0.54307)  0.232
H (-2.48432, -1.66506, -1.67461)  0.235
H (-3.22167, -0.09736, -1.74337)  0.237
H (2.30540, 0.16844, -3.40228)  0.241
H (3.31788, -1.80695, -3.03478)  0.200
H (3.06138, -2.79995, -0.51026)  0.223
H (1.40131, -2.36546, -0.85806)  0.217
H (2.27829, -3.45801, -1.91568)  0.218
H (1.85579, 4.99680, -0.94485)  0.491
H (-0.57524, 3.60593, 1.75850)  0.507

Forces on atoms 1 to 3 (eV/Å):
C -0.345 0.018 0.028
C 0.305 -0.421 -0.103
S -0.122 0.020 -0.137

Max |F|   3.239 eV/Å
HOMO   -4.9 eV
Charge   -1
Spin multiplicity   1

Record 6
The following is a DFT calculation (ωB97M-V/def2-TZVPD) of a 5-piece molecular cluster, C11H22Cl4O3 overall.

Each line ends with the Mulliken spin population.
Positions of all 40 atoms, in Å:
C (19.58803, 1.29652, -8.28073)  0.025
Cl (18.65130, 2.75307, -8.71414)  -0.002
Cl (21.25346, 1.69147, -7.85721)  -0.006
H (19.25860, 0.70677, -7.42530)  -0.001
H (19.64569, 0.64011, -9.14901)  -0.004
C (24.51347, 3.82661, -15.85923)  0.359
Cl (26.26971, 3.69107, -16.23150)  -0.010
Cl (24.05967, 3.24870, -14.26487)  -0.083
H (24.23526, 4.87479, -15.96882)  -0.336
H (23.93591, 3.25317, -16.58427)  0.442
C (20.89238, 2.31404, -17.40521)  1.410
C (20.09965, 3.37718, -16.74693)  -0.646
O (19.31782, 3.07000, -15.83545)  -0.121
C (20.21081, 4.83528, -17.24649)  0.852
H (21.32865, 2.58401, -18.36692)  -0.436
H (20.19772, 1.53320, -17.71479)  -0.055
H (21.66411, 1.91172, -16.74896)  -0.174
H (20.10193, 4.83558, -18.33103)  -0.370
H (21.16174, 5.12844, -16.80165)  -0.104
H (19.44293, 5.41712, -16.73665)  0.097
C (16.32638, 0.03466, -11.50556)  0.018
C (15.21746, 0.88604, -11.01102)  -0.004
O (14.34552, 0.38905, -10.33047)  -0.001
C (15.38457, 2.34253, -11.16735)  0.010
H (16.21760, -1.01795, -11.24428)  0.000
H (17.29469, 0.36655, -11.13096)  -0.009
H (16.39938, 0.06271, -12.59275)  0.000
H (14.79292, 2.86124, -10.41303)  0.002
H (15.06801, 2.76294, -12.12189)  -0.005
H (16.41641, 2.64396, -10.98699)  -0.002
C (21.72210, 2.25484, -12.11274)  0.215
C (20.51687, 1.30181, -12.27739)  -0.099
O (19.51900, 1.44540, -11.62702)  -0.006
C (20.60739, 0.40161, -13.46364)  0.063
H (21.70852, 2.85618, -13.02175)  -0.037
H (22.62630, 1.68543, -11.89759)  0.000
H (21.54779, 2.79628, -11.18292)  0.011
H (19.59560, 0.15795, -13.78771)  0.001
H (21.15826, -0.51375, -13.24741)  -0.060
H (21.05959, 0.84423, -14.35116)  0.063

Forces on atoms 1 to 3 (eV/Å):
C 0.324 -0.445 -0.388
Cl 0.126 -0.734 0.519
Cl 0.465 0.273 0.004

Max |F|   2.486 eV/Å
HOMO (spin up / spin down)   0.4 / -6.8 eV
Charge   -1
Spin multiplicity   2